Entry from the Open Molecules 2025 dataset: 12 unconnected molecules or ions with the total composition C72H60N12O24 (ωB97M-V with the def2-TZVPD basis set).

```
! wB97M-V def2-TZVPD RIJCOSX def2/J DEFGRID3
* xyz -1 2
C 13.162 -6.915 8.777
C 14.499 -6.761 8.412
C 14.898 -5.772 7.514
C 13.865 -5.008 6.892
C 12.496 -5.307 7.161
C 12.169 -6.253 8.179
N 14.243 -3.923 5.962
O 15.455 -3.611 5.853
O 13.348 -3.337 5.358
H 12.946 -7.575 9.603
H 15.260 -7.382 8.862
H 15.960 -5.633 7.381
H 11.675 -4.863 6.617
H 11.123 -6.421 8.389
C 21.078 -1.575 11.058
C 21.941 -0.576 11.404
C 21.416 0.706 11.684
C 20.041 0.869 11.502
C 19.288 -0.108 10.923
C 19.760 -1.406 10.683
N 19.422 2.149 11.871
O 20.040 2.966 12.531
O 18.265 2.377 11.487
H 21.462 -2.576 10.929
H 23.004 -0.764 11.430
H 22.023 1.419 12.222
H 18.243 0.036 10.691
H 19.060 -2.125 10.284
C 24.330 -6.961 4.851
C 23.112 -6.794 5.480
C 22.995 -6.482 6.818
C 24.157 -6.463 7.605
C 25.361 -6.766 7.047
C 25.468 -6.972 5.646
N 24.072 -6.113 9.037
O 25.005 -6.372 9.726
O 23.121 -5.413 9.399
H 24.411 -7.083 3.781
H 22.234 -6.830 4.852
H 22.005 -6.304 7.212
H 26.189 -6.785 7.740
H 26.401 -6.953 5.103
C 22.139 -4.450 13.202
C 21.421 -5.585 12.852
C 20.415 -6.072 13.681
C 20.056 -5.362 14.793
C 20.802 -4.178 15.140
C 21.876 -3.760 14.378
N 18.866 -5.791 15.615
O 18.570 -5.098 16.569
O 18.254 -6.836 15.380
H 22.910 -4.019 12.580
H 21.702 -6.064 11.926
H 19.886 -6.970 13.397
H 20.499 -3.678 16.049
H 22.373 -2.856 14.699
C 13.289 -5.635 12.238
C 12.199 -5.667 13.074
C 12.014 -6.726 13.974
C 12.925 -7.801 13.982
C 14.002 -7.777 13.093
C 14.186 -6.706 12.232
N 12.691 -8.983 14.826
O 13.661 -9.430 15.427
O 11.581 -9.428 14.916
H 13.425 -4.819 11.545
H 11.476 -4.865 13.113
H 11.077 -6.935 14.469
H 14.625 -8.660 13.071
H 15.011 -6.680 11.536
C 18.297 -2.015 4.204
C 18.965 -0.826 3.946
C 20.262 -0.864 3.445
C 20.930 -2.119 3.456
C 20.351 -3.343 3.800
C 18.990 -3.257 4.042
N 22.395 -2.091 3.252
O 22.869 -1.102 2.644
O 23.043 -3.111 3.484
H 17.322 -1.940 4.661
H 18.376 0.078 3.984
H 20.812 0.043 3.241
H 20.794 -4.327 3.748
H 18.560 -4.189 4.379
C 16.371 -13.024 12.683
C 16.697 -12.876 11.361
C 16.935 -11.582 10.848
C 16.965 -10.444 11.678
C 16.666 -10.629 13.025
C 16.271 -11.851 13.493
N 17.423 -9.096 11.247
O 17.321 -8.187 12.093
O 17.915 -8.874 10.178
H 16.109 -13.997 13.071
H 16.710 -13.696 10.659
H 17.097 -11.424 9.792
H 16.616 -9.782 13.693
H 15.922 -11.971 14.508
C 16.545 -3.928 11.049
C 17.531 -4.840 11.510
C 18.465 -5.246 10.555
C 18.502 -4.784 9.229
C 17.579 -3.748 8.891
C 16.529 -3.434 9.785
N 19.482 -5.310 8.275
O 19.530 -4.879 7.110
O 20.241 -6.158 8.755
H 15.734 -3.637 11.701
H 17.521 -5.318 12.478
H 19.067 -6.100 10.830
H 17.495 -3.314 7.905
H 15.662 -2.897 9.429
C 15.196 -4.581 14.847
C 15.118 -3.190 14.787
C 14.486 -2.510 15.799
C 13.939 -3.189 16.892
C 14.055 -4.577 16.976
C 14.711 -5.278 15.949
N 13.174 -2.430 17.985
O 12.765 -3.088 18.917
O 13.024 -1.240 17.855
H 15.671 -5.083 14.017
H 15.643 -2.628 14.028
H 14.411 -1.436 15.725
H 13.748 -5.128 17.852
H 14.764 -6.356 15.984
C 10.980 -1.764 6.962
C 12.249 -1.314 7.331
C 12.717 -1.409 8.652
C 11.908 -2.032 9.554
C 10.649 -2.534 9.183
C 10.165 -2.391 7.912
N 12.372 -2.268 10.943
O 13.512 -1.987 11.277
O 11.550 -2.700 11.768
H 10.737 -1.763 5.910
H 12.882 -0.994 6.517
H 13.718 -1.039 8.818
H 10.045 -3.049 9.915
H 9.200 -2.797 7.649
C 12.878 2.249 7.310
C 13.397 2.086 8.558
C 14.612 1.378 8.687
C 15.303 0.842 7.593
C 14.716 1.034 6.358
C 13.568 1.788 6.179
N 16.616 0.132 7.650
O 17.359 0.153 6.660
O 16.842 -0.459 8.735
H 12.123 2.978 7.055
H 12.903 2.665 9.325
H 15.137 1.370 9.630
H 15.148 0.770 5.404
H 13.154 2.108 5.233
C 22.136 -2.668 7.007
C 21.308 -1.593 6.804
C 21.833 -0.326 6.969
C 23.166 -0.127 7.315
C 23.957 -1.265 7.589
C 23.454 -2.553 7.419
N 23.791 1.211 7.521
O 25.033 1.351 7.625
O 23.001 2.198 7.590
H 21.693 -3.633 6.811
H 20.294 -1.784 6.485
H 21.170 0.525 6.908
H 24.998 -1.201 7.870
H 24.051 -3.389 7.754
*
```

Orbital gap (spin up / spin down) = 3.051 / 6.757 eV
HOMO (spin up / spin down) = -0.092 / -0.228 Eh
<S²> = 0.77
Lowest unoccupied orbital energy (spin up / spin down) = 0.6 / 0.6 eV
E = -142625.0125 eV

Atom charges from the Löwdin analysis, given in e for atoms 1 to 2:
1 C -0.11
2 C -0.05